[1]
Density functional theory data (ωB97M-V/def2-TZVPD) for C12H17BBeN6O as an isolated structure at a distorted geometry.

Atoms and positions in Å:
H: 0.829 3.238 1.238
N: 0.569 1.737 -0.252
B: 0.173 0.460 -2.388
N: 0.583 1.763 -1.639
C: 0.838 3.009 -2.052
Be: 0.295 0.209 0.322
H: 0.895 3.207 -3.112
C: 0.972 3.821 -0.929
H: 1.143 4.879 -0.922
C: 0.808 2.988 0.181
H: 0.121 0.578 -3.572
C: -1.829 -2.459 3.675
H: -1.331 -3.162 4.340
H: -1.083 -2.031 2.998
H: -2.585 -2.978 3.084
N: -1.190 0.045 -1.743
N: 1.142 -0.649 -1.899
N: -1.273 -0.129 -0.360
N: 1.177 -0.908 -0.539
C: -2.372 -0.236 -2.308
C: 1.897 -1.546 -2.536
H: -2.475 -0.144 -3.380
H: 1.988 -1.471 -3.611
C: -3.260 -0.576 -1.295
C: 2.432 -2.416 -1.591
C: -2.542 -0.496 -0.095
C: 1.952 -1.989 -0.351
H: -4.290 -0.842 -1.453
H: 3.072 -3.253 -1.778
H: -2.868 -0.660 0.928
H: 2.120 -2.410 0.640
H: -2.277 -1.631 4.200
C: 0.715 0.769 3.006
C: 1.398 0.465 1.721
O: 2.579 0.364 1.520
H: -0.367 0.919 2.842
H: 1.155 1.665 3.483
H: 0.887 -0.130 3.627

Values from the calculation:
E_tot, eV: -24788.5712
Spin multiplicity: 1
Charge: 0

=====

[2]
Density functional theory data (ωB97M-V/def2-TZVPD) for a 10-piece molecular cluster, C12H17BCl27N2O4P overall at a distorted geometry.

Atoms and positions in Å:
N: -0.453 -1.075 4.746
P: 0.629 -2.268 4.602
C: 1.827 -1.982 3.136
O: 1.131 -2.611 1.988
C: 1.602 -1.791 0.886
O: 2.200 -2.123 -0.143
O: 1.238 -0.464 1.365
C: 1.935 -0.454 2.669
B: 3.386 0.176 2.278
N: 4.714 -0.258 2.805
O: 3.371 1.310 1.352
H: -0.332 -0.687 5.694
H: 1.396 -2.422 5.809
H: -0.037 -3.516 4.329
H: 2.765 -2.629 3.200
H: 1.483 0.170 3.512
H: 5.236 -0.816 2.106
H: 5.306 0.584 2.940
H: 2.742 1.945 1.781
Cl: -1.742 1.391 -1.028
C: -1.896 -0.368 -0.898
Cl: -0.311 -1.114 -0.650
Cl: -2.999 -0.800 0.416
H: -2.310 -0.744 -1.830
Cl: -3.168 -1.488 -6.479
C: -2.427 -1.429 -4.874
Cl: -2.019 0.238 -4.438
Cl: -3.505 -2.143 -3.665
H: -1.507 -2.010 -4.900
Cl: 2.853 4.273 -1.228
C: 1.191 4.345 -0.628
Cl: 1.038 3.449 0.889
Cl: 0.679 6.026 -0.410
H: 0.540 3.882 -1.366
Cl: 7.357 2.044 6.933
C: 7.666 1.954 5.193
Cl: 8.100 0.303 4.724
Cl: 6.253 2.511 4.282
H: 8.503 2.608 4.959
Cl: -6.311 -4.828 2.267
C: -6.459 -3.365 1.284
Cl: -5.717 -1.985 2.106
Cl: -5.725 -3.609 -0.307
H: -7.516 -3.152 1.144
Cl: 3.137 9.085 -3.086
C: 1.817 8.001 -3.546
Cl: 0.639 8.849 -4.558
Cl: 2.446 6.576 -4.384
H: 1.314 7.670 -2.639
Cl: -9.348 -4.907 0.700
C: -9.497 -6.667 0.829
Cl: -7.911 -7.410 1.076
Cl: -10.599 -7.102 2.142
H: -9.910 -7.044 -0.104
Cl: -7.731 -1.570 -9.761
C: -6.402 -0.759 -8.921
Cl: -6.560 -0.956 -7.171
Cl: -4.842 -1.381 -9.480
H: -6.449 0.304 -9.152
Cl: 9.426 1.934 -0.392
C: 7.768 1.997 0.222
Cl: 7.631 1.091 1.736
Cl: 7.253 3.673 0.452
H: 7.113 1.535 -0.514

Values from the calculation:
Spin multiplicity: 1
ΔE to the lowest compared entry with this formula, charge and spin, kcal/mol: 37.2
SMILES: N=[PH2][C@H]1OC(=O)O[C@@H]1B(N)O.ClC(Cl)Cl.ClC(Cl)Cl.ClC(Cl)Cl.ClC(Cl)Cl.ClC(Cl)Cl.ClC(Cl)Cl.ClC(Cl)Cl.ClC(Cl)Cl.ClC(Cl)Cl
Charge: 0

=====

[3]
Density functional theory data (ωB97M-V/def2-TZVPD) for a 11-piece molecular cluster, C12H17BCl30FNO5S overall at a distorted geometry.

Atoms and positions in Å:
C: -0.908 -2.672 3.757
B: -0.970 -1.597 2.510
O: -0.570 -2.116 1.167
N: -1.349 -0.129 2.600
C: -2.660 0.099 3.319
O: -3.834 -0.461 2.615
O: -4.348 -1.468 3.313
S: -0.013 0.717 3.345
O: -0.327 2.233 3.632
O: 1.153 0.751 2.282
F: 0.630 -0.079 4.748
H: -1.018 -2.191 4.826
H: 0.190 -3.139 3.731
H: -1.653 -3.577 3.654
H: -1.338 -2.568 0.709
H: -2.828 1.280 3.333
H: -2.610 -0.238 4.462
H: -4.662 -2.105 2.580
Cl: -3.440 2.752 4.385
C: -5.186 2.996 4.560
Cl: -6.077 1.927 3.462
Cl: -5.687 2.722 6.237
H: -5.418 4.031 4.296
Cl: -2.455 6.868 4.678
C: -4.202 7.111 4.853
Cl: -5.092 6.042 3.756
Cl: -4.703 6.837 6.531
H: -4.433 8.146 4.590
Cl: -6.952 9.656 0.549
C: -5.342 9.400 1.244
Cl: -4.179 10.547 0.558
Cl: -5.396 9.550 3.009
H: -5.016 8.388 0.994
Cl: -0.630 -3.018 -2.762
C: -2.376 -2.775 -2.586
Cl: -3.267 -3.843 -3.684
Cl: -2.877 -3.049 -0.909
H: -2.608 -1.740 -2.850
Cl: 3.752 -1.911 -4.346
C: 2.079 -1.646 -4.866
Cl: 1.583 0.023 -4.536
Cl: 1.897 -2.020 -6.589
H: 1.431 -2.317 -4.297
Cl: 6.870 -5.684 -4.495
C: 5.124 -5.441 -4.320
Cl: 4.233 -6.510 -5.418
Cl: 4.623 -5.715 -2.643
H: 4.892 -4.406 -4.584
Cl: 7.046 -7.691 -6.961
C: 8.790 -7.970 -7.091
Cl: 9.120 -9.400 -8.085
Cl: 9.599 -6.545 -7.765
H: 9.187 -8.149 -6.089
Cl: 4.462 -2.119 5.259
C: 3.570 -0.980 6.281
Cl: 2.717 -1.840 7.575
Cl: 4.664 0.237 6.960
H: 2.829 -0.469 5.661
Cl: 0.251 1.931 -8.437
C: 0.414 0.267 -9.022
Cl: -1.172 -0.518 -9.116
Cl: 1.217 0.239 -10.601
H: 1.032 -0.289 -8.312
Cl: 4.052 2.389 0.250
C: 2.379 2.655 -0.270
Cl: 1.883 4.323 0.060
Cl: 2.197 2.281 -1.993
H: 1.731 1.983 0.298

Values from the calculation:
E_tot, eV: -414341.9847
Spin multiplicity: 1
SMILES: CB(O)N(COO)S(=O)(=O)F.ClC(Cl)Cl.ClC(Cl)Cl.ClC(Cl)Cl.ClC(Cl)Cl.ClC(Cl)Cl.ClC(Cl)Cl.ClC(Cl)Cl.ClC(Cl)Cl.ClC(Cl)Cl.ClC(Cl)Cl
Charge: 0

=====

Question: charge of number 2 (C12H17BCl27N2O4P)?
Answer: 0

=====

Repeat the third record exactly.
Density functional theory data (ωB97M-V/def2-TZVPD) for a 11-piece molecular cluster, C12H17BCl30FNO5S overall at a distorted geometry.

Atoms and positions in Å:
C: -0.908 -2.672 3.757
B: -0.970 -1.597 2.510
O: -0.570 -2.116 1.167
N: -1.349 -0.129 2.600
C: -2.660 0.099 3.319
O: -3.834 -0.461 2.615
O: -4.348 -1.468 3.313
S: -0.013 0.717 3.345
O: -0.327 2.233 3.632
O: 1.153 0.751 2.282
F: 0.630 -0.079 4.748
H: -1.018 -2.191 4.826
H: 0.190 -3.139 3.731
H: -1.653 -3.577 3.654
H: -1.338 -2.568 0.709
H: -2.828 1.280 3.333
H: -2.610 -0.238 4.462
H: -4.662 -2.105 2.580
Cl: -3.440 2.752 4.385
C: -5.186 2.996 4.560
Cl: -6.077 1.927 3.462
Cl: -5.687 2.722 6.237
H: -5.418 4.031 4.296
Cl: -2.455 6.868 4.678
C: -4.202 7.111 4.853
Cl: -5.092 6.042 3.756
Cl: -4.703 6.837 6.531
H: -4.433 8.146 4.590
Cl: -6.952 9.656 0.549
C: -5.342 9.400 1.244
Cl: -4.179 10.547 0.558
Cl: -5.396 9.550 3.009
H: -5.016 8.388 0.994
Cl: -0.630 -3.018 -2.762
C: -2.376 -2.775 -2.586
Cl: -3.267 -3.843 -3.684
Cl: -2.877 -3.049 -0.909
H: -2.608 -1.740 -2.850
Cl: 3.752 -1.911 -4.346
C: 2.079 -1.646 -4.866
Cl: 1.583 0.023 -4.536
Cl: 1.897 -2.020 -6.589
H: 1.431 -2.317 -4.297
Cl: 6.870 -5.684 -4.495
C: 5.124 -5.441 -4.320
Cl: 4.233 -6.510 -5.418
Cl: 4.623 -5.715 -2.643
H: 4.892 -4.406 -4.584
Cl: 7.046 -7.691 -6.961
C: 8.790 -7.970 -7.091
Cl: 9.120 -9.400 -8.085
Cl: 9.599 -6.545 -7.765
H: 9.187 -8.149 -6.089
Cl: 4.462 -2.119 5.259
C: 3.570 -0.980 6.281
Cl: 2.717 -1.840 7.575
Cl: 4.664 0.237 6.960
H: 2.829 -0.469 5.661
Cl: 0.251 1.931 -8.437
C: 0.414 0.267 -9.022
Cl: -1.172 -0.518 -9.116
Cl: 1.217 0.239 -10.601
H: 1.032 -0.289 -8.312
Cl: 4.052 2.389 0.250
C: 2.379 2.655 -0.270
Cl: 1.883 4.323 0.060
Cl: 2.197 2.281 -1.993
H: 1.731 1.983 0.298

Values from the calculation:
E_tot, eV: -414341.9847
Spin multiplicity: 1
SMILES: CB(O)N(COO)S(=O)(=O)F.ClC(Cl)Cl.ClC(Cl)Cl.ClC(Cl)Cl.ClC(Cl)Cl.ClC(Cl)Cl.ClC(Cl)Cl.ClC(Cl)Cl.ClC(Cl)Cl.ClC(Cl)Cl.ClC(Cl)Cl
Charge: 0

=====

Question: What is the charge in the first record?
Answer: 0